(1)
This record from OMol25 describes a single C4H8O2 molecule. The level of theory is ωB97M-V/def2-TZVPD.

The calculation puts the HOMO-LUMO gap at 0.413 Ha. Its SMILES is CC[C@@H](O)C=O. The energy relative to the best compared isomer or geometry (same formula, charge and spin) comes out at 1.0133 eV. The total energy is -8372.26841 eV. Its multiplicity is 1. The net charge is 0.

```
14
C4H8O2 ωB97M-V/def2-TZVPD
C 1.295 0.774 -0.510
C 0.723 -0.641 -0.392
C -0.580 -0.736 0.405
O -0.368 -0.585 1.779
C -1.552 0.314 -0.095
O -2.090 1.096 0.655
H 2.223 0.758 -1.093
H 1.519 1.195 0.475
H 0.594 1.447 -1.018
H 1.457 -1.292 0.092
H 0.525 -1.049 -1.391
H -1.026 -1.726 0.199
H -0.996 0.090 2.087
H -1.723 0.355 -1.192
```

(2)
This record from OMol25 describes a single C4H8O2 molecule. The level of theory is ωB97M-V/def2-TZVPD.

The calculation puts the HOMO-LUMO gap at 0.372 Ha. Its SMILES is C=CO[C@H](C)O. The energy relative to the best compared isomer or geometry (same formula, charge and spin) comes out at 1.4815 eV. The total energy is -8371.80027 eV. Its multiplicity is 1. The net charge is 0.

```
14
C4H8O2 ωB97M-V/def2-TZVPD
C 1.598 -1.171 0.664
C 0.658 -0.107 0.136
O -0.568 -0.745 -0.160
C -1.542 0.011 -0.745
C -1.522 1.313 -1.016
O 0.487 0.934 1.057
H 2.566 -0.714 0.887
H 1.736 -1.978 -0.060
H 1.189 -1.596 1.588
H 1.048 0.369 -0.774
H -2.399 -0.617 -0.975
H -0.070 0.587 1.769
H -2.390 1.761 -1.486
H -0.694 1.959 -0.751
```

(3)
This record from OMol25 describes C4H8O2 as an isolated structure. The level of theory is ωB97M-V/def2-TZVPD.

The calculation puts the HOMO-LUMO gap at 0.309 Ha. The energy relative to the best compared isomer or geometry (same formula, charge and spin) comes out at 6.0096 eV. The total energy is -8367.27213 eV. Its multiplicity is 1. The net charge is 0.

```
14
C4H8O2 ωB97M-V/def2-TZVPD
O -1.043 -0.884 -1.977
C -0.856 0.263 -1.157
C -0.210 -0.171 0.116
C 1.247 -0.530 0.277
O 0.939 -0.432 1.790
C -0.005 0.705 1.320
H -1.359 -0.580 -2.836
H -1.820 0.743 -0.915
H -0.264 1.018 -1.716
H 0.090 -1.072 1.540
H 1.630 -1.517 0.012
H 2.021 0.248 0.153
H -0.799 0.891 2.048
H 0.691 1.562 1.270
```